343
Properties=species:S:1:pos:R:3:forces:R:3:lowdin_charge:R:1 method="wB97M-V/def2-TZVPD" charge=0 orbital_gap_ev=8.276 e_homo_ev=-7.82
O -2.765 -29.437 15.833 -0.1 -0.4 -1.7 -0.22
O -8.392 -22.342 9.003 1.0 -1.0 -1.4 -0.26
O -0.331 -25.953 11.646 0.4 -0.2 -0.6 -0.20
O -12.271 -38.327 16.954 0.3 0.6 0.2 0.01
O -11.597 -24.952 17.666 0.8 -0.6 0.4 -0.23
O -5.880 -29.086 22.483 0.3 -0.6 1.3 -0.22
O -5.527 -19.882 13.470 -0.8 -0.6 -1.1 -0.20
O -7.884 -26.829 6.241 0.3 -1.0 0.8 -0.24
O -12.714 -26.902 6.626 -0.3 -0.1 1.1 -0.02
O -5.864 -34.198 20.809 -0.2 0.0 0.5 -0.18
O -14.065 -30.613 13.301 -0.4 -0.2 1.4 -0.23
O -14.138 -30.363 19.674 -2.7 0.0 -1.1 0.02
O -14.371 -25.791 22.083 0.6 0.2 -0.7 -0.16
O -9.808 -33.426 9.518 0.4 -0.1 0.8 -0.21
O -6.505 -25.019 16.890 -0.6 1.8 -0.1 -0.19
O -9.400 -33.952 17.630 -1.2 0.8 0.9 -0.06
O -10.420 -31.362 22.078 0.9 0.6 1.1 -0.05
O -16.355 -26.553 10.324 0.0 -0.5 0.6 0.01
O -8.946 -23.261 14.081 -2.3 0.9 -3.7 -0.07
O -6.570 -31.728 16.848 0.7 -0.3 0.0 0.00
O -9.345 -27.433 15.011 -0.5 -1.2 -0.3 -0.18
O -12.789 -34.754 14.889 0.0 0.6 0.7 -0.24
O -13.720 -25.084 13.685 0.0 -0.6 0.2 -0.04
O -12.112 -36.432 20.395 -0.9 1.9 -0.5 -0.22
O -9.270 -29.450 8.063 -0.9 0.8 1.1 -0.22
O -2.496 -21.529 9.664 -0.4 -0.1 0.3 -0.18
O -11.715 -22.970 10.034 -1.2 -0.3 0.5 -0.22
O -6.880 -28.894 11.045 0.1 0.1 0.5 -0.22
O -2.537 -23.758 14.606 -0.3 0.6 1.5 -0.01
N -11.090 -27.284 10.551 -0.1 -2.1 -0.5 0.06
N -9.718 -24.705 9.224 -1.2 0.5 0.0 -0.04
N -14.087 -26.478 18.515 0.2 0.6 -1.5 0.07
N -13.471 -27.312 13.213 -0.2 -0.3 2.6 0.19
N -6.990 -33.779 15.983 -2.0 0.3 4.2 0.18
N -11.679 -37.675 14.846 -1.9 -0.4 -1.2 0.12
N -9.577 -31.842 18.565 -1.6 -0.4 0.6 0.15
N -2.875 -21.554 14.095 0.5 1.3 0.7 0.17
N -11.947 -30.135 19.876 0.7 -1.8 3.3 0.16
N -1.744 -26.759 14.848 -1.0 1.7 1.9 0.05
N -10.824 -27.833 17.944 -0.5 0.1 -0.5 0.07
N -8.412 -29.623 16.472 -0.3 -1.8 -0.1 0.07
N -11.065 -34.912 11.617 0.4 -1.8 2.3 0.06
N -13.578 -27.398 8.729 -0.1 0.1 0.1 0.17
N -4.854 -31.560 21.431 -1.3 -2.6 1.3 -0.08
N -4.974 -27.281 16.311 -1.5 0.1 -1.8 -0.03
N -6.010 -27.842 8.402 2.9 1.2 0.7 -0.01
N -13.798 -29.480 15.920 -1.3 -0.3 -0.4 0.07
N -10.825 -33.660 19.459 0.7 3.3 -0.4 0.20
N -12.940 -34.966 17.945 -0.8 -0.5 -1.0 -0.06
N -14.941 -26.921 6.891 0.1 0.2 -0.4 0.14
N -16.347 -25.592 12.385 0.0 -0.3 1.1 0.16
N -4.975 -21.360 11.214 2.2 -0.4 -1.2 -0.07
N -4.290 -23.163 13.417 -1.9 -1.5 0.0 0.19
N -14.134 -26.592 15.359 0.3 0.2 -1.6 0.18
N -11.101 -23.378 13.220 1.5 0.9 -1.4 0.18
N -5.590 -32.484 14.910 2.7 1.6 -1.9 0.15
N -8.720 -30.565 23.480 -1.5 0.4 1.1 0.16
N -13.205 -31.346 21.492 -1.5 -0.2 -0.1 0.17
N -9.298 -22.536 11.867 1.6 -1.0 2.3 0.18
N -10.545 -36.895 16.611 1.9 1.9 0.3 0.19
N -8.301 -31.240 21.350 1.5 -0.4 -0.4 0.18
N -17.489 -27.585 12.115 0.3 0.4 -1.7 0.12
C -15.245 -30.306 14.075 0.4 -0.4 -0.1 -0.18
C -10.375 -25.390 18.313 0.2 1.1 1.2 -0.18
C -5.954 -19.628 14.771 0.0 0.1 0.6 -0.12
C -14.814 -26.300 19.724 -0.2 0.8 0.6 -0.46
C -11.567 -37.622 16.227 -1.0 -2.2 -0.2 -0.72
C -15.713 -27.487 19.922 -0.6 0.7 0.0 -0.04
C -13.443 -34.134 13.782 -0.9 -0.5 -0.5 -0.12
C -12.908 -22.386 10.568 -0.8 0.7 -1.4 -0.11
C -5.519 -28.577 10.796 -0.1 0.7 -1.5 -0.20
C -14.317 -30.791 11.925 0.9 1.1 0.8 -0.09
C -6.658 -27.908 22.241 0.7 -1.6 -1.5 -0.08
C -7.134 -23.707 16.848 0.9 -1.0 1.1 -0.07
C -8.556 -26.669 5.045 -0.5 1.4 -0.4 -0.13
C -13.382 -36.637 19.697 0.9 2.1 1.5 -0.14
C -4.851 -28.672 16.618 -0.2 -0.4 -0.8 -0.23
C -10.312 -28.488 8.492 1.7 -0.5 -0.8 -0.13
C -13.182 -30.593 20.349 1.9 0.2 0.0 -0.68
C -9.984 -33.205 18.456 1.3 -0.8 0.4 -0.57
C -13.782 -35.299 19.070 1.5 0.9 1.8 -0.20
C 0.699 -25.183 11.036 -0.7 0.9 2.9 -0.08
C -10.893 -24.382 8.371 2.0 -0.5 -1.1 -0.20
C -3.413 -22.572 9.943 1.2 -2.0 -0.3 -0.25
C -10.129 -26.501 14.306 -1.1 0.7 1.0 -0.10
C -8.396 -24.716 8.628 0.3 -0.2 0.1 -0.18
C -4.634 -29.240 21.813 -0.9 0.9 -1.1 -0.23
C -13.815 -26.066 20.809 0.7 -0.4 0.8 -0.22
C -9.480 -33.954 13.254 -1.3 -1.5 0.7 -0.06
C -5.552 -27.401 9.778 0.0 -1.1 -0.8 -0.15
C -13.669 -27.054 7.400 0.2 0.0 -0.4 -0.65
C -9.110 -29.821 15.210 -1.0 -2.2 1.0 -0.37
C -1.389 -26.948 13.492 -0.7 0.9 -1.4 -0.45
C -7.057 -30.269 11.291 0.3 0.0 -0.3 -0.12
C -3.966 -30.575 21.952 -0.3 0.6 0.3 -0.22
C -4.474 -32.349 20.254 0.6 0.7 1.1 -0.19
C -5.603 -33.225 19.833 -0.2 -0.1 -1.0 -0.26
C -9.742 -23.052 13.070 0.3 -1.3 2.7 -0.52
C -1.185 -22.069 9.548 -0.1 3.2 -1.5 -0.09
C -16.658 -26.580 11.510 -1.1 -0.2 0.4 -0.64
C -7.173 -34.739 20.668 0.1 1.9 -0.7 -0.08
C -9.340 -29.780 6.702 0.1 0.9 -0.4 -0.12
C -8.347 -21.057 8.422 -2.3 0.4 0.6 -0.13
C -9.221 -31.067 22.308 -0.5 -0.3 -0.9 -0.65
C -13.769 -26.261 14.080 -0.1 0.8 -0.8 -0.66
C -3.438 -29.001 16.936 0.4 2.3 2.0 -0.27
C -11.467 -23.682 17.025 0.9 -1.5 0.0 -0.07
C -11.475 -37.572 20.800 0.1 -1.8 0.3 -0.15
C -12.075 -24.079 9.181 -0.7 1.2 -0.6 -0.22
C -16.147 -30.019 16.401 -0.5 -0.9 -0.7 -0.05
C -0.443 -25.839 13.056 1.3 -0.5 0.7 -0.21
C -9.071 -32.889 8.412 -0.5 -0.5 0.9 -0.09
C -7.965 -23.361 8.030 0.5 0.3 1.2 -0.17
C -14.915 -30.400 15.586 -0.6 0.6 -0.3 -0.39
C -14.684 -26.948 22.812 0.6 -0.1 0.3 -0.12
C -2.648 -26.924 12.563 -0.1 0.4 1.0 -0.05
C -6.535 -27.200 6.066 0.7 1.4 -0.5 -0.22
C -1.446 -29.862 16.019 0.7 0.5 1.4 -0.11
C -10.507 -26.813 18.940 -0.1 1.8 0.0 -0.40
C -9.076 -33.665 10.757 -1.5 -0.1 -0.3 -0.15
C -12.386 -33.788 15.940 -0.7 0.3 -1.8 -0.19
C -10.227 -28.459 10.042 -0.6 2.4 -1.1 -0.35
C -9.198 -27.018 19.796 -2.0 -1.2 -0.4 -0.04
C -4.823 -22.131 9.974 0.8 1.2 0.2 -0.20
C -5.779 -26.888 7.328 -1.5 0.6 0.4 -0.22
C -10.048 -28.690 14.954 0.5 0.4 -0.9 -0.22
C -6.353 -27.043 15.855 0.4 -0.8 -0.5 -0.22
C -13.270 -33.767 17.177 -1.9 1.4 -0.2 -0.20
C -3.260 -22.853 14.180 2.0 -1.1 -1.7 -0.68
C -9.981 -31.160 15.341 0.7 0.5 0.0 -0.05
C -10.160 -33.862 11.890 1.1 2.2 -1.4 -0.44
C -6.580 -20.515 12.757 -0.5 0.8 -1.0 -0.23
C -10.700 -29.738 10.614 -0.9 -1.0 0.8 -0.06
C -6.211 -20.694 11.307 -1.2 1.1 -0.3 -0.23
C -6.360 -32.609 16.020 -0.2 -0.5 -1.6 -0.69
C -6.591 -25.610 15.622 -0.2 0.7 -0.9 -0.24
H -15.248 -31.284 11.810 -0.7 -1.1 -0.6 0.08
H -12.386 -23.385 16.583 -1.0 0.2 0.1 0.08
H -3.680 -30.772 23.008 -0.1 0.1 -0.6 0.13
H -9.081 -34.971 13.460 -0.1 0.3 -0.5 0.09
H -12.479 -24.906 9.746 0.0 -0.3 0.4 0.10
H -4.927 -28.264 11.681 -0.6 -0.3 -0.2 0.10
H -15.407 -25.389 19.706 -0.4 0.2 -0.3 0.14
H -6.335 -30.592 12.066 -0.6 -0.2 0.0 0.09
H -3.032 -25.869 12.524 0.3 -0.8 0.0 0.08
H -1.059 -22.549 8.584 0.1 0.0 -0.5 0.09
H -4.947 -21.539 9.070 -0.6 0.4 -0.3 0.12
H -13.015 -32.854 17.789 0.0 -0.8 -0.5 0.12
H -3.058 -30.441 21.356 0.2 -0.4 0.1 0.12
H -11.045 -22.986 17.710 0.0 1.0 0.7 0.08
H -7.680 -30.355 16.568 -0.5 0.8 0.1 0.05
H -9.727 -24.012 9.973 0.2 -0.3 -0.3 0.06
H -13.176 -26.023 18.446 -0.4 0.0 0.0 0.04
H -14.362 -26.731 23.823 -0.4 -0.1 0.5 0.08
H -16.422 -27.399 20.732 0.0 0.2 0.3 0.07
H -6.806 -30.808 10.351 -0.3 -0.1 0.5 0.09
H -5.119 -19.086 15.168 0.6 -0.3 1.1 0.08
H -6.434 -27.611 14.918 -0.4 0.1 0.2 0.13
H -9.197 -28.289 10.343 0.3 0.0 -0.2 0.12
H -3.868 -28.534 22.060 0.1 1.2 0.7 0.11
H -9.454 -30.314 24.159 0.9 -0.2 -0.6 0.12
H -0.902 -29.149 16.729 -0.6 -0.9 -0.8 0.11
H -13.034 -35.767 17.320 0.2 0.2 -0.2 0.10
H -15.676 -24.928 12.076 0.6 0.4 -0.2 0.08
H -8.715 -30.679 6.593 -0.1 0.5 -0.4 0.08
H -4.871 -29.062 20.758 0.3 -0.2 -0.3 0.12
H -5.194 -33.198 14.272 -1.1 0.2 1.3 0.12
H -9.017 -21.077 7.525 0.5 0.3 0.4 0.09
H -7.124 -27.375 16.562 0.3 0.0 0.1 0.09
H -13.686 -23.118 10.785 0.3 -0.5 0.7 0.08
H -9.118 -26.309 20.632 -0.1 -0.1 -0.4 0.08
H -7.305 -27.791 23.076 -0.4 0.4 0.8 0.07
H -13.454 -27.216 12.221 0.1 0.2 -0.3 0.08
H -3.060 -27.976 17.280 0.4 -1.2 -0.2 0.14
H -8.570 -31.812 20.527 0.4 0.8 0.7 0.08
H -9.486 -25.309 17.670 -0.4 -0.4 -0.5 0.11
H -2.473 -27.276 11.558 0.1 -0.1 -0.3 0.06
H -12.280 -32.818 15.385 -0.2 -0.5 0.9 0.11
H -11.269 -32.850 19.927 0.2 -1.2 0.0 0.09
H -15.754 -27.107 22.728 -0.1 -0.5 0.4 0.08
H 0.327 -24.151 10.971 0.4 -0.1 -0.3 0.07
H -10.635 -31.317 14.474 0.1 0.2 0.0 0.07
H -3.273 -23.348 9.131 -0.2 0.4 0.9 0.14
H -1.003 -22.790 10.256 0.5 -1.5 2.1 0.02
H -6.201 -19.721 10.805 0.0 0.2 -0.1 0.13
H -6.011 -27.066 22.075 0.1 0.6 0.0 0.09
H -9.376 -31.359 17.694 0.5 -0.4 0.1 0.03
H -6.862 -23.286 7.894 -0.4 -0.2 0.4 0.11
H -13.505 -29.522 16.894 -0.1 -0.4 -0.2 0.08
H -4.538 -26.983 9.758 0.0 -0.3 -0.6 0.11
H -7.455 -34.670 19.601 -0.2 -0.5 0.4 0.08
H -16.085 -31.009 13.845 0.7 0.2 0.1 0.14
H -8.159 -23.760 16.518 -0.4 -0.2 -0.4 0.04
H -11.075 -25.190 7.671 -0.3 -0.7 0.2 0.10
H -14.472 -33.759 14.043 0.8 -0.3 0.0 0.09
H -7.980 -28.738 16.482 0.6 0.9 -0.1 0.00
H -12.717 -21.717 11.413 0.2 -0.4 -0.2 0.09
H -14.432 -25.878 15.993 0.1 0.3 0.2 0.08
H -10.781 -23.546 7.646 0.5 0.2 0.7 0.13
H -14.155 -31.573 21.817 0.9 0.2 -0.4 0.12
H -10.168 -27.529 7.924 0.2 -0.5 1.0 0.12
H -8.991 -28.881 6.124 0.0 -1.1 0.1 0.07
H -8.507 -32.085 8.834 0.5 1.0 -0.4 0.05
H -12.474 -38.323 14.636 1.0 0.8 0.2 0.12
H -10.033 -30.583 10.423 0.0 0.2 -0.3 0.06
H -13.414 -31.229 11.514 -0.3 -0.6 -0.2 0.08
H -7.161 -35.718 21.049 -0.1 -1.4 0.3 0.07
H -8.313 -32.912 11.033 -0.5 0.1 -0.4 0.11
H -14.389 -27.312 9.338 0.1 0.1 -0.5 0.06
H -4.512 -24.144 13.483 -0.2 0.1 -0.4 0.09
H -10.781 -32.952 11.837 0.4 0.2 0.2 0.13
H -8.298 -25.539 7.896 -0.2 0.6 0.2 0.10
H -14.414 -29.818 11.479 -0.2 0.7 -0.6 0.07
H -10.082 -24.656 19.152 -0.8 -0.8 -0.8 0.14
H -8.658 -33.279 13.380 0.3 0.7 0.0 0.05
H -2.291 -27.550 15.209 0.1 0.8 -0.4 0.03
H -10.386 -36.723 17.595 0.0 0.2 -0.3 0.11
H -7.838 -30.060 23.542 -0.3 -0.4 -0.3 0.08
H -11.657 -23.699 12.432 0.4 0.3 0.0 0.07
H -14.095 -36.879 20.479 -0.4 -0.6 -0.3 0.13
H -10.747 -29.634 11.710 -0.2 -0.2 -0.2 0.07
H -5.770 -25.304 14.941 -0.3 0.5 0.3 0.12
H -3.203 -22.991 10.960 0.2 -0.1 -0.8 0.13
H -5.031 -29.462 10.316 -0.1 0.7 0.3 0.13
H -16.986 -30.724 16.215 0.5 0.3 0.1 0.09
H -10.184 -31.203 19.124 0.3 -1.0 -0.5 0.06
H -12.687 -27.370 9.243 -0.1 0.1 -0.5 0.04
H -6.182 -25.878 7.549 0.6 -0.1 0.4 0.10
H -9.826 -32.572 7.693 0.2 0.2 0.1 0.09
H -14.818 -35.177 18.863 -1.2 -0.4 -0.3 0.10
H -7.460 -19.858 12.788 -0.1 -0.3 0.3 0.13
H 1.031 -25.565 10.116 -0.1 -0.7 -1.3 0.07
H -9.383 -32.098 15.457 -0.1 0.9 -0.1 0.07
H -5.108 -32.212 22.194 0.2 0.4 -0.8 0.13
H -2.566 -21.166 14.962 0.6 0.1 0.3 0.10
H -8.241 -25.736 4.590 0.8 0.1 -0.7 0.09
H -5.086 -29.215 15.678 -0.3 0.0 0.6 0.13
H -16.299 -27.571 19.026 -0.4 -0.3 -0.6 0.08
H -13.220 -27.002 20.880 0.2 0.4 0.0 0.11
H -12.506 -31.279 22.199 0.8 0.0 0.1 0.05
H -6.266 -20.572 15.266 0.5 0.5 0.1 0.10
H -14.443 -33.531 16.876 2.4 -1.1 0.7 0.16
H -6.600 -23.021 16.170 0.0 -0.1 0.5 0.08
H -6.137 -26.571 10.167 -0.5 0.0 0.2 0.09
H -5.470 -22.981 9.941 -0.6 -0.6 0.1 0.11
H -13.577 -34.578 19.897 -0.2 -0.1 -0.5 0.12
H -18.138 -27.172 12.777 0.1 -0.1 -0.1 0.09
H -4.972 -31.680 14.864 -0.4 0.1 0.3 0.09
H -5.537 -28.952 17.414 -0.2 -0.5 0.2 0.12
H -13.382 -28.215 13.684 -0.1 0.2 -0.9 0.07
H -12.837 -23.769 8.421 0.1 0.0 0.8 0.14
H -4.809 -22.542 12.826 -0.1 0.4 -0.2 0.05
H -17.999 -28.052 11.347 0.4 0.2 0.8 0.10
H -10.242 -26.739 13.224 0.1 0.0 0.7 0.09
H -5.380 -33.768 18.869 -0.2 0.8 0.6 0.14
H -13.083 -29.820 15.323 1.4 0.0 -0.3 0.04
H -10.027 -36.351 15.898 -0.6 -0.6 1.1 0.12
H -0.510 -21.172 9.654 -0.4 -1.2 -0.2 0.12
H -7.577 -25.297 15.179 0.8 -0.8 0.0 0.11
H -7.722 -24.986 9.466 -0.1 0.3 -0.5 0.11
H -6.993 -21.285 10.777 0.4 0.3 0.5 0.10
H 0.561 -25.975 13.590 -0.9 0.0 -0.8 0.14
H -7.678 -33.809 16.783 0.3 -0.7 -1.4 0.09
H -9.807 -22.332 11.042 -0.8 -0.2 -0.5 0.05
H -7.353 -20.738 8.097 0.0 0.1 0.4 0.08
H -9.689 -25.505 14.434 0.0 -0.3 -0.2 0.06
H -14.661 -31.452 15.763 0.1 0.1 0.2 0.11
H -11.426 -38.289 19.985 0.2 -0.3 -0.3 0.08
H -0.802 -24.876 13.419 -0.3 0.3 -0.4 0.10
H -11.303 -23.879 14.047 -0.2 -0.4 0.9 0.04
H -8.383 -26.913 19.098 0.7 -0.1 0.0 0.07
H -13.168 -37.344 18.965 -0.3 -1.8 -1.3 0.07
H -3.524 -32.888 20.407 -0.1 0.0 -0.2 0.13
H -9.584 -26.397 5.227 -0.7 -0.8 0.4 0.09
H -11.948 -38.110 21.631 -0.5 0.2 0.1 0.09
H -6.443 -32.511 19.686 0.0 -0.7 -0.1 0.11
H -11.134 -26.508 14.843 0.7 0.3 -1.0 0.10
H -3.452 -20.904 13.593 -0.6 -0.1 0.0 0.07
H -13.151 -25.224 20.517 -0.3 -0.4 0.3 0.14
H -11.233 -28.880 8.078 -0.6 -0.1 0.4 0.10
H -4.765 -26.785 7.031 1.3 -0.1 0.2 0.11
H -8.594 -34.610 10.625 0.8 -0.8 0.1 0.11
H -11.703 -30.015 10.219 0.5 0.2 0.3 0.09
H -11.448 -34.989 10.720 -0.2 0.3 -1.5 0.06
H -12.868 -33.261 13.436 -0.1 -0.3 -0.1 0.06
H -6.776 -18.913 14.884 -0.4 -0.1 -0.6 0.09
H -11.234 -34.566 19.605 0.2 -0.4 -0.6 0.06
H -16.252 -25.805 13.386 -0.2 0.1 -0.8 0.10
H -11.415 -26.769 19.563 0.5 0.1 0.3 0.09
H -8.312 -22.793 11.781 -0.6 0.6 -0.4 0.10
H -4.393 -31.565 19.538 0.6 0.2 -1.3 0.10
H -13.439 -21.822 9.755 0.7 0.1 0.5 0.10
H -11.328 -30.048 20.698 0.2 0.0 -0.8 0.08
H -9.248 -28.049 20.219 0.4 0.6 -0.3 0.07
H -16.509 -29.029 16.161 0.0 0.4 -0.2 0.07
H -14.328 -27.551 15.573 0.2 -0.6 0.4 0.03
H -7.287 -28.102 21.353 0.3 0.3 0.2 0.07
H -6.890 -28.250 8.287 -1.7 -0.6 0.7 0.07
H -10.925 -28.733 15.619 0.2 0.3 0.0 0.10
H -10.602 -31.092 16.243 -0.1 0.1 -0.3 0.06
H -1.466 -30.891 16.454 0.4 0.6 -0.4 0.10
H -6.840 -21.504 13.109 0.0 -0.2 0.9 0.10
H -14.973 -26.470 5.980 -0.1 -0.4 0.5 0.10
H -6.994 -34.406 15.236 0.0 -0.8 -1.0 0.08
H -7.299 -31.118 21.622 -1.0 -0.3 -0.8 0.10
H -10.367 -29.986 6.349 0.2 -0.1 0.3 0.10
H -8.329 -23.151 7.021 -0.7 0.1 0.2 0.11
H -6.109 -26.561 5.254 -0.1 -0.2 0.4 0.13
H -7.890 -34.137 21.246 0.0 -0.1 -0.1 0.08
H -10.478 -37.379 21.161 0.4 0.5 -0.1 0.08
H -3.339 -29.657 17.785 0.1 -0.7 0.4 0.11
H -6.331 -28.205 5.751 -0.6 -1.0 -0.2 0.12
H -14.081 -27.844 22.524 -0.6 0.5 -0.2 0.10
H -3.406 -27.553 13.064 0.2 0.2 -0.3 0.06
H 1.547 -25.188 11.732 0.2 0.2 -0.2 0.08
H -0.839 -27.869 13.391 0.0 -0.7 -0.2 0.12
H -8.467 -29.990 14.356 0.5 0.3 -0.4 0.13
H -8.446 -27.503 4.373 -0.1 -0.4 -0.3 0.09
H -10.627 -26.395 10.472 0.5 0.3 -0.2 0.04
H -11.365 -27.403 17.161 0.7 -0.4 0.9 0.07
H -10.404 -28.824 13.923 -0.3 0.1 0.0 0.11
H -11.324 -27.462 11.521 0.1 0.1 0.0 0.02
H -11.951 -36.751 14.498 0.3 -0.1 -0.1 0.06
H -8.381 -33.576 7.915 -0.1 -0.4 0.2 0.09
H -8.114 -30.428 11.577 0.7 -0.1 0.0 0.07
H -15.911 -30.048 17.444 0.1 -0.1 0.8 0.05
H -15.596 -29.323 13.757 -0.1 0.4 0.3 0.10
H -4.142 -20.722 11.176 -1.3 -0.5 0.5 0.15
H -15.137 -28.366 20.057 0.5 -1.0 0.1 0.04
H -0.955 -29.796 15.043 0.0 -0.3 0.3 0.08
H -15.789 -27.000 7.422 0.1 0.1 0.3 0.08
H -14.021 -27.440 18.269 0.3 -0.7 -0.2 0.05
H -10.230 -33.837 14.069 0.5 0.2 -0.5 0.07
H -4.732 -26.650 17.030 0.3 0.5 1.2 0.10
H -12.014 -29.311 19.354 -0.1 1.5 -1.2 0.03
H -7.154 -23.448 17.916 0.2 0.7 -0.5 0.09
H -2.265 -25.819 14.984 1.0 -2.2 -0.3 0.09
H -11.428 -34.102 16.300 0.7 -0.2 -0.1 0.07
H -10.618 -35.785 11.874 -0.3 -0.2 -0.2 0.08
H -10.772 -23.771 16.212 0.7 0.0 -0.6 0.05
H -10.030 -28.324 17.557 0.3 0.1 0.0 0.04
H -13.555 -34.895 12.933 0.4 1.1 1.3 0.10
H -8.879 -20.414 9.212 1.3 -0.4 -1.3 0.12